{
  "formula": "C35H41N4O2S",
  "method": "ωB97M-V/def2-TZVPD",
  "symbols": ["C", "C", "C", "C", "C", "C", "C", "O", "O", "S", "C", "C", "C", "N", "N", "N", "C", "N", "H", "H", "H", "H", "H", "H", "H", "H", "H", "H", "H", "H", "H", "H", "H", "H", "H", "C", "C", "C", "C", "C", "C", "H", "H", "H", "H", "H", "H", "C", "C", "C", "C", "C", "C", "H", "H", "H", "H", "H", "H", "C", "C", "C", "C", "C", "C", "H", "H", "H", "H", "H", "H", "C", "C", "C", "C", "C", "C", "H", "H", "H", "H", "H", "H"],
  "coordinates": [[4.089, 1.682, -1.478], [2.749, 2.173, -1.477], [1.697, 1.370, -0.626], [0.218, 1.645, -1.016], [-0.625, 2.334, -0.020], [-2.037, 2.579, -0.318], [-2.904, 3.305, 0.756], [-3.577, 4.238, 0.440], [-2.828, 2.872, 2.081], [-2.804, 1.182, 2.212], [-2.606, 2.136, -1.610], [-4.115, 2.314, -2.016], [-5.015, 1.014, -1.665], [-4.263, 0.077, -0.790], [-6.287, 1.361, -1.011], [-5.275, 0.300, -2.937], [-1.675, 1.498, -2.542], [-0.340, 1.278, -2.225], [4.522, 1.075, -2.318], [4.782, 1.855, -0.602], [2.552, 3.118, -2.042], [1.857, 1.545, 0.475], [1.887, 0.274, -0.809], [-0.165, 2.638, 0.952], [-1.475, 0.816, 2.324], [-4.129, 2.426, -3.138], [-4.565, 3.250, -1.603], [-4.919, -0.444, -0.206], [-3.786, -0.593, -1.402], [-6.670, 2.203, -1.456], [-6.136, 1.629, -0.035], [-6.098, 0.678, -3.416], [-4.462, 0.317, -3.555], [-2.052, 1.176, -3.544], [0.299, 0.818, -2.881], [-0.612, 1.628, 5.862], [-1.949, 1.489, 5.505], [-2.787, 0.672, 6.253], [-2.292, 0.000, 7.364], [-0.956, 0.142, 7.723], [-0.115, 0.952, 6.970], [0.043, 2.264, 5.276], [-2.337, 2.018, 4.643], [-3.828, 0.559, 5.970], [-2.947, -0.633, 7.950], [-0.571, -0.381, 8.591], [0.927, 1.058, 7.247], [6.692, -2.923, -2.602], [7.504, -3.301, -1.540], [7.074, -3.107, -0.232], [5.828, -2.543, 0.013], [5.015, -2.168, -1.050], [5.448, -2.354, -2.357], [7.029, -3.071, -3.621], [8.473, -3.747, -1.731], [7.711, -3.395, 0.596], [5.490, -2.395, 1.033], [4.041, -1.730, -0.858], [4.815, -2.057, -3.186], [8.018, -2.287, 5.148], [7.300, -1.740, 4.091], [7.970, -1.195, 3.002], [9.360, -1.207, 2.965], [10.078, -1.757, 4.020], [9.407, -2.293, 5.113], [7.495, -2.708, 5.999], [6.216, -1.737, 4.117], [7.410, -0.763, 2.181], [9.883, -0.787, 2.114], [11.161, -1.768, 3.991], [9.968, -2.717, 5.938], [-7.325, -2.120, -6.088], [-7.736, -1.391, -4.979], [-8.557, -0.281, -5.141], [-8.976, 0.093, -6.413], [-8.568, -0.639, -7.521], [-7.739, -1.743, -7.360], [-6.682, -2.984, -5.961], [-7.415, -1.687, -3.986], [-8.873, 0.292, -4.276], [-9.621, 0.955, -6.539], [-8.896, -0.348, -8.513], [-7.418, -2.310, -8.225]],
  "mulliken_charge": [-0.705, -0.302, -0.571, 0.184, -0.583, 0.436, 0.284, -0.456, -0.251, -0.057, 0.541, -1.640, 0.739, -0.401, -0.751, -0.548, -0.456, 0.069, 0.245, 0.266, 0.368, 0.359, 0.250, 0.562, 0.192, 0.455, 0.493, 0.284, 0.251, 0.303, 0.283, 0.191, 0.210, 0.387, 0.335, -0.555, -0.181, -0.584, -0.333, -0.431, -0.343, 0.357, 0.647, 0.362, 0.362, 0.364, 0.371, -0.327, -0.468, -0.363, -0.586, -0.143, -0.475, 0.373, 0.375, 0.421, 0.446, 0.381, 0.364, -0.383, -0.364, -0.288, -0.481, -0.375, -0.380, 0.357, 0.343, 0.467, 0.375, 0.363, 0.364, -0.434, -0.343, -0.394, -0.394, -0.380, -0.359, 0.367, 0.424, 0.430, 0.361, 0.362, 0.363],
  "total_energy_ev": -57838.136,
  "total_charge": 1,
  "relative_energy_kj_mol": 413.3
}

{
  "formula": "C35H41N5O3RhSi",
  "method": "ωB97M-V/def2-TZVPD",
  "symbols": ["Rh", "C", "O", "C", "N", "C", "C", "C", "C", "C", "C", "C", "C", "C", "C", "C", "C", "N", "C", "N", "C", "C", "O", "C", "C", "C", "C", "C", "C", "H", "H", "H", "H", "H", "H", "H", "H", "H", "H", "H", "H", "H", "H", "H", "H", "H", "H", "H", "C", "C", "C", "C", "C", "C", "N", "N", "Si", "C", "C", "C", "H", "H", "H", "H", "H", "H", "H", "H", "H", "H", "H", "H", "H", "H", "H", "C", "C", "C", "O", "H", "H", "H", "H", "H", "H", "H"],
  "coordinates": [[0.460, -0.241, 0.065], [1.425, -0.096, -4.291], [2.618, -0.251, -3.453], [2.162, -0.305, -2.217], [0.903, -0.340, -2.018], [0.251, -0.432, -3.349], [-0.970, 0.428, -3.548], [-1.230, 1.530, -2.749], [-2.393, 2.267, -2.933], [-3.286, 1.920, -3.937], [-3.012, 0.837, -4.761], [-1.863, 0.087, -4.560], [3.109, -0.424, -1.092], [4.452, -0.745, -1.169], [5.132, -0.965, 0.025], [4.439, -0.897, 1.231], [3.097, -0.563, 1.183], [2.486, -0.277, 0.055], [2.156, -0.493, 2.318], [0.940, -0.148, 2.147], [0.297, -0.132, 3.483], [1.394, -0.745, 4.380], [2.584, -0.791, 3.527], [-1.022, -0.854, 3.581], [-1.918, -0.460, 4.570], [-3.135, -1.108, 4.712], [-3.458, -2.163, 3.870], [-2.560, -2.565, 2.891], [-1.344, -1.911, 2.735], [1.521, -0.773, -5.133], [1.385, 0.933, -4.644], [-0.049, -1.473, -3.476], [-0.530, 1.805, -1.974], [-2.599, 3.113, -2.289], [-4.195, 2.491, -4.076], [-3.694, 0.573, -5.558], [-1.666, -0.777, -5.187], [4.929, -0.842, -2.135], [6.183, -1.217, 0.014], [4.909, -1.111, 2.181], [0.140, 0.918, 3.740], [1.158, -1.762, 4.685], [1.630, -0.143, 5.251], [-1.664, 0.361, 5.233], [-3.830, -0.790, 5.478], [-4.405, -2.676, 3.984], [-2.801, -3.400, 2.246], [-0.651, -2.233, 1.963], [-2.964, -1.567, -0.290], [-2.764, -0.149, 0.146], [-3.794, 0.700, 0.491], [-3.497, 2.015, 0.857], [-2.203, 2.493, 0.835], [-1.193, 1.614, 0.418], [-1.512, 0.317, 0.139], [0.138, 1.777, 0.251], [0.993, 3.278, 0.099], [0.046, 4.503, -0.939], [1.310, 4.075, 1.750], [2.615, 2.943, -0.756], [-3.810, -2.019, 0.226], [-2.060, -2.150, -0.113], [-3.173, -1.585, -1.363], [-4.812, 0.336, 0.488], [-4.300, 2.675, 1.164], [-1.965, 3.501, 1.145], [-0.912, 4.785, -0.500], [-0.141, 4.138, -1.952], [0.644, 5.416, -1.023], [0.379, 4.403, 2.222], [1.931, 4.965, 1.603], [1.835, 3.416, 2.448], [2.468, 2.452, -1.723], [3.294, 2.334, -0.153], [3.116, 3.896, -0.947], [0.460, -3.936, -1.562], [1.267, -3.186, -0.509], [1.839, -4.140, 0.530], [0.467, -2.233, 0.128], [1.096, -4.614, -2.137], [-0.017, -3.232, -2.246], [-0.321, -4.525, -1.076], [2.125, -2.716, -1.029], [1.023, -4.657, 1.040], [2.423, -3.595, 1.276], [2.484, -4.890, 0.063]],
  "mulliken_charge": [-0.587, -0.596, -0.471, 0.104, 0.996, -0.506, -0.270, 1.274, -0.256, -0.800, -0.717, -0.427, -0.491, -0.696, -1.101, -0.284, -0.304, 1.526, -0.156, 0.796, -0.631, -0.629, -0.483, 0.030, -0.567, -0.701, -0.584, -0.866, 0.212, 0.338, 0.430, 0.235, -0.907, 0.469, 0.435, 0.427, 0.476, 0.682, 0.479, 0.669, 0.625, 0.429, 0.334, 0.461, 0.429, 0.433, 0.537, 0.393, -1.427, 0.501, -0.910, -0.919, -1.031, 1.780, 0.366, 0.627, -0.454, -1.038, -1.137, -0.910, 0.536, -0.159, 0.287, 0.589, 0.483, 0.553, 0.331, 0.310, 0.488, 0.332, 0.374, 0.313, 0.197, 0.161, 0.624, -1.357, 0.965, -1.647, 0.262, 0.338, 0.115, 0.351, -0.125, 0.320, 0.329, 0.391],
  "total_energy_ev": -61437.181,
  "total_charge": 1
}

no.,molar mass (g/mol)
1,581.806
2,710.737